(1)
49
Properties=species:S:1:pos:R:3 method="wB97M-V/def2-TZVPD" e_tot_ha=-2190.5286 largest_force_ev_per_a=0.444 multiplicity=3 lumo_ev="2.41 / 2.41" charge=-1
Pt -1.04148 -0.10164 0.46858
I 1.90394 -2.42714 1.17806
S -0.86380 -0.41294 2.78304
S -2.69208 -1.75330 0.41160
N -0.99943 0.29830 -1.80199
N -1.60168 2.01128 0.20586
N 1.41575 0.38275 0.37021
C 1.72074 0.36321 -3.00316
C -2.20032 -2.05763 4.53056
C 0.92323 -0.75958 -2.78993
C 3.09876 0.28586 -2.89842
C 2.92835 2.22285 0.47356
C 2.34005 -0.40603 0.86903
C -2.07035 -1.64806 3.07782
C 3.90350 1.38572 1.00074
C 1.53319 -1.96492 -2.48027
C -2.34055 3.67571 -1.15118
C -2.82355 -2.19763 2.10516
C -2.03972 3.01499 0.97449
C 3.61796 0.04987 1.19895
C -1.44910 1.45689 -2.11497
C -0.58271 -0.61845 -2.83537
C -3.85427 -3.26428 2.38129
C 3.70317 -0.92825 -2.58497
C -1.77373 2.40062 -1.09208
C 2.91837 -2.05125 -2.38101
C -2.50436 4.07753 0.18185
C 1.69643 1.67196 0.17002
H -3.57021 -4.21738 1.92373
H -4.81831 -2.98668 1.94696
H -1.05222 -1.58980 -2.66586
H 4.78014 -0.99033 -2.48894
H -0.89722 -0.26075 -3.82675
H 4.88229 1.77342 1.25717
H -1.57684 1.74343 -3.16476
H 1.24338 1.31400 -3.21525
H -2.91009 5.01107 0.54111
H 3.37778 -2.99358 -2.11074
H 4.34830 -0.63756 1.60075
H 0.91558 -2.83014 -2.27061
H -2.59393 4.22586 -2.04552
H 0.88328 2.26718 -0.23392
H 3.70202 1.17352 -3.04513
H -3.99790 -3.43843 3.44732
H 3.10421 3.27656 0.30768
H -1.88021 -3.09132 4.69452
H -3.22709 -1.97094 4.89584
H -1.57523 -1.41932 5.15393
H -2.00400 2.93477 2.05100


(2)
52
Properties=species:S:1:pos:R:3 method="wB97M-V/def2-TZVPD" e_tot_ha=-2845.2769 largest_force_ev_per_a=0.386 multiplicity=2 lumo_ev="2.62 / 1.09" charge=-1
Ir -1.10350 -0.02333 -0.19690
S -1.12373 -0.27724 2.14504
S 0.99525 0.52842 4.12806
S -3.35892 -0.08626 -0.10439
S -1.37227 0.25190 -2.51084
O -1.20337 -4.13873 0.05203
O -1.11347 2.00660 0.14433
O -0.88787 -2.02045 -0.55967
N 1.07000 0.04066 0.28286
N 1.33587 0.60329 1.53408
C 0.46472 0.35827 2.42850
C -0.22751 4.16151 -0.09852
C 1.24657 -1.26046 4.45370
C 4.12673 -2.36105 2.25277
C 2.09593 3.11431 -1.19179
C -5.41098 -0.12634 -1.87140
C -1.44014 -2.94878 0.15622
C -0.10815 2.75963 -0.20021
C 0.78251 4.99583 -0.52727
C 1.10615 2.25389 -0.72649
C 2.09740 -3.30378 1.37867
C 1.67945 0.10470 -2.03452
C 3.46886 -3.12191 1.29248
C -3.04297 0.13630 -2.75080
C -3.91842 -0.02245 -1.69881
C -3.51986 0.22656 -4.17911
C 3.41230 -1.77551 3.28493
C 2.03521 -1.95458 3.38126
C 1.95568 4.48591 -1.08640
C 1.22762 0.78771 -0.78355
C 1.38918 -2.72970 2.42529
H 1.48127 -0.96456 -1.97683
H 3.91974 -1.14802 4.00957
H -2.15717 -2.58860 0.91794
H 3.00597 2.69339 -1.60561
H 1.78755 -1.27460 5.40197
H 0.27931 -1.73834 4.60162
H 1.56000 -3.86795 0.62629
H -4.05422 -0.67886 -4.47517
H -1.14511 4.55896 0.31663
H 0.65235 6.06841 -0.43663
H -5.76491 -1.10820 -1.55167
H -5.92005 0.62035 -1.25973
H 4.02588 -3.56340 0.47515
H 5.19730 -2.20872 2.18513
H -2.67330 0.35450 -4.85058
H 1.23021 0.54394 -2.92257
H 0.31492 -2.85309 2.47397
H -4.19469 1.07475 -4.31543
H 2.76431 0.24733 -2.10294
H 2.74341 5.14673 -1.42336
H -5.71107 0.02108 -2.90728


(3)
52
Properties=species:S:1:pos:R:3 method="wB97M-V/def2-TZVPD" e_tot_ha=-2845.2829 largest_force_ev_per_a=2.674 multiplicity=2 lumo_ev="2.55 / 1.36" charge=-1
Ir -1.36357 -0.30547 -0.76053
S 1.68273 2.77950 -2.62485
S -0.35630 -2.18592 -1.61860
S -3.31835 -1.39914 -1.28776
S -0.50093 0.83538 -2.60514
O -4.23891 2.68723 -1.04742
O -1.61875 -1.13460 1.11304
O -2.64494 1.29009 -0.35911
N 0.56414 0.04746 -0.07474
N 1.31526 1.10619 -0.61154
C 1.05569 6.45939 1.00639
C 0.85170 1.48853 -1.74858
C 2.42758 5.79151 -0.85010
C 2.86754 3.37864 -1.37878
C 1.18471 -0.67030 0.80276
C -2.84620 -3.01768 -1.19888
C 0.96204 -4.11363 2.30594
C -0.79801 -2.06938 1.48475
C 1.45221 -2.93433 1.77717
C 1.81954 6.79057 -0.10347
C -0.41864 -4.25637 2.46816
C 1.53965 4.13079 0.63154
C -3.92893 -4.04349 -0.97739
C 0.92556 5.12740 1.37554
C -1.28086 -3.25803 2.06868
C 2.28516 4.45212 -0.50018
C 0.60201 -1.89877 1.37724
C 2.56898 -0.26897 1.24020
C -3.41709 1.81020 -1.25205
C -1.05694 -4.81043 -1.36161
C -1.52285 -3.38174 -1.36906
H 1.63684 -4.91387 2.58018
H 2.60442 0.80801 1.38686
H 1.93279 7.82708 -0.39694
H -0.27874 -4.95378 -2.11393
H -0.81827 -5.16664 2.90171
H 3.18007 2.50413 -0.81234
H 2.52102 -2.82573 1.63674
H -2.35504 -3.35496 2.17328
H -0.61543 -5.03937 -0.38813
H -3.29299 1.40059 -2.27489
H 3.30907 -0.51083 0.47420
H 2.83170 -0.77032 2.16755
H -3.71613 -4.62664 -0.07800
H 0.33008 4.85805 2.23859
H 3.70560 3.76467 -1.95892
H 1.42086 3.09136 0.90854
H -4.00585 -4.73800 -1.81810
H -1.86515 -5.51598 -1.55230
H -4.89158 -3.55253 -0.84832
H 0.55937 7.23419 1.57693
H 3.01414 6.05382 -1.72433


(4)
50
Properties=species:S:1:pos:R:3 method="wB97M-V/def2-TZVPD" smiles="Cc1cc(OC[P@@]2(=O)OCC[C@@H](c3cccnc3)O2)c2c(c1C)Cc1scnc1-2" e_tot_ha=-1962.8201 largest_force_ev_per_a=3.923 multiplicity=1 lumo_ev=0.51 charge=0
S -3.67976 2.88360 4.95618
P 2.31067 -1.24751 1.32873
O 3.60522 -1.26386 1.95482
O 2.50005 -0.31526 0.02302
O 1.93520 -2.80606 0.88839
O 0.39551 0.67768 1.81398
N 4.68154 0.39572 -4.30916
N -1.35423 1.92170 4.23859
C -2.45217 -0.21343 -0.52483
C -4.36253 1.56755 2.40704
C -1.08559 -0.16402 0.04980
C 2.76541 -3.18998 -0.22130
C -3.53608 1.93438 3.54841
C 4.57473 -0.28193 -3.15496
C 2.59687 0.98386 -2.58293
C -4.88017 0.61275 -0.46824
C 3.84731 1.49542 -4.48729
C -2.28830 1.55299 3.32876
C -2.62446 -1.16853 -1.66843
C 2.68837 1.66977 -3.74866
C 2.84507 -2.26709 -1.39843
C 3.34547 -0.90967 -0.93032
C -3.33933 0.97227 1.36908
C -1.97317 2.64579 5.15706
C -2.09669 0.96798 1.96216
C -0.88363 0.46312 1.31252
C 0.96188 -0.56114 2.41821
C -3.54687 0.38760 0.13302
C 3.51779 -0.02402 -2.21870
H 3.79758 -3.27721 0.20934
H -3.61995 -1.24790 -2.05220
H -1.49090 3.18510 5.95426
H -0.31545 -0.57212 -0.68088
H 4.36099 -1.02060 -0.49043
H -4.75995 2.51494 1.97787
H -2.42996 -2.17982 -1.20309
H 5.24005 -1.14627 -3.03057
H 4.17016 1.90238 -5.43996
H 1.81752 -2.21173 -1.81006
H -5.10260 1.59494 -0.60083
H -1.83665 -0.86065 -2.37014
H 1.75694 1.27963 -1.96642
H 2.44755 -4.15486 -0.66581
H 0.19778 -1.26565 2.59915
H -5.23215 0.92035 2.65541
H -4.84528 0.20028 -1.49929
H 3.52553 -2.74208 -2.12924
H 1.54453 -0.11670 3.31323
H -5.62909 0.13720 0.12897
H 1.93527 2.34107 -4.07582


(5)
52
Properties=species:S:1:pos:R:3 method="wB97M-V/def2-TZVPD" e_tot_ha=-7216.9723 largest_force_ev_per_a=0.264 multiplicity=2 lumo_ev="-3.53 / -5.12" charge=+1
Se -1.41378 1.27280 -1.37241
Se 2.08408 2.21353 -1.75494
Ti -0.37736 0.25615 0.75647
P 0.33587 1.24306 -2.66799
O 0.29380 -1.36750 -0.33468
O -2.38825 0.18528 1.27880
O 0.00524 -1.41875 1.80245
O -3.10345 1.41260 3.04594
N 1.32757 1.10250 0.68305
N -0.93597 1.47829 2.26423
C -0.50375 3.54091 -3.92991
C 1.23570 -2.94961 -4.24509
C 0.23328 1.75884 -5.39500
C -4.42140 0.83245 2.86860
C 2.03010 -0.83088 -3.43252
C -2.17938 1.02855 2.21567
C 1.47268 -5.40590 -0.43121
C -0.07715 -2.54441 -4.03432
C 1.10976 -5.49854 1.95667
C -0.03213 2.56368 -6.49305
C 0.73661 -4.16641 1.95797
C -0.76345 4.33515 -5.03144
C 0.33747 -2.05721 0.73712
C -0.00803 2.24875 -4.11417
C 0.71588 -0.42482 -3.22634
C 0.73287 -3.46004 0.75701
C -0.34032 -1.28543 -3.52209
C 2.28659 -2.09696 -3.94054
C 1.47578 -6.11350 0.76540
C -0.52898 3.84539 -6.31144
C 1.10006 -4.07408 -0.43975
H 0.61794 0.75782 -5.54068
H 1.76644 -7.15589 0.76986
H 0.14890 2.18634 -7.49022
H -0.66194 2.11311 2.99725
H -5.03008 1.28374 3.64287
H 2.85212 -0.16959 -3.19290
H 0.44679 -3.66838 2.87303
H -0.73591 4.46840 -7.17134
H 1.54097 1.99386 1.11289
H -1.36320 -0.97920 -3.34309
H -0.68815 3.91630 -2.93061
H -4.80151 1.07903 1.88115
H -4.36794 -0.24522 2.99528
H 1.75990 -5.89657 -1.35123
H -0.89721 -3.21068 -4.26623
H 2.15969 0.52084 0.65183
H 3.30816 -2.41397 -4.10182
H 1.11545 -6.05968 2.88084
H -1.15088 5.33554 -4.89541
H 1.08697 -3.50230 -1.35882
H 1.43766 -3.93384 -4.64745


(6)
49
Properties=species:S:1:pos:R:3 method="wB97M-V/def2-TZVPD" smiles="Cc1cccc(NS(=O)(=O)c2cc(C(=O)NCc3ccccn3)ccc2C)c1" e_tot_ha=-1601.0407 largest_force_ev_per_a=1.026 multiplicity=1 lumo_ev=0.60 charge=0
S -1.06725 1.90564 0.07903
O -1.12695 3.33527 0.06892
O 2.44403 -2.97978 1.32267
O -2.07068 1.19498 0.81353
N -1.84025 -2.86707 1.83982
N 0.61850 -2.46544 2.55966
N -1.19599 1.33350 -1.49836
C -3.18406 -5.27783 1.76943
C 2.88406 -0.08110 1.12916
C 0.49684 -0.04026 0.99606
C -1.24613 -3.97701 2.25735
C 1.66375 -0.72941 1.29796
C 1.66431 2.49957 -4.30108
C 1.85869 3.36434 -0.03330
C -3.08181 -2.93242 1.39099
C 0.90226 3.46270 -3.64724
C 1.47544 1.15608 -4.03403
C 0.16634 -3.81777 2.76613
C -0.23158 1.70657 -2.44391
C 2.92057 1.23475 0.71640
C -1.88458 -5.21302 2.24148
C 0.53550 0.75235 -3.10278
C 0.54893 1.27188 0.56219
C -3.80174 -4.11430 1.33308
C 1.75497 1.94539 0.42094
C 1.09457 4.91794 -3.94810
C 1.62438 -2.16803 1.70670
C -0.04982 3.05534 -2.72524
H -3.70888 -6.22182 1.74157
H 3.79433 -0.62439 1.33259
H 0.89961 3.86552 0.03446
H 0.60709 5.17101 -4.88959
H 2.07011 0.41487 -4.54689
H -0.09197 -1.76712 2.72803
H -4.81334 -4.12596 0.95959
H -0.47453 -0.50645 1.07534
H 2.15194 5.15580 -4.04726
H 2.19506 3.39408 -1.06966
H 0.39270 -0.29692 -2.88665
H 3.87140 1.73539 0.60699
H -1.37042 -6.09573 2.58949
H -1.38954 0.34266 -1.47611
H -3.50484 -1.98894 1.07106
H -0.65503 3.77692 -2.20107
H 0.66290 5.53417 -3.16416
H 2.40599 2.80604 -5.02408
H 0.85100 -4.48382 2.23140
H 0.20177 -4.07264 3.83300
H 2.59150 3.89554 0.57131


(7)
49
Properties=species:S:1:pos:R:3 method="wB97M-V/def2-TZVPD" smiles="CCCn1nc(C(=O)Nc2cc(C(=O)OC)ccc2C)c2ccccc2c1=O" e_tot_ha=-1278.1200 largest_force_ev_per_a=1.173 multiplicity=1 lumo_ev=0.04 charge=0
O -0.24441 2.40205 1.32830
O -0.31819 -3.64885 1.25540
O 1.52030 3.80376 1.29444
O -2.19003 1.78357 -1.43278
N -0.07529 -0.88679 -0.67435
N 1.39929 -2.20399 1.32990
N -0.62937 0.15153 -1.27532
C 1.32408 0.20756 1.45849
C -4.41158 -0.07032 1.65981
C -1.16517 3.48683 1.32818
C -0.39614 0.21021 -3.72585
C 0.12775 0.70999 -2.37824
C -3.74420 0.56882 0.63978
C 3.89556 0.36595 0.46811
C 4.09097 -2.13860 0.36474
C -2.64527 -1.69758 1.83784
C -0.66062 -1.46880 0.32130
C 3.17647 1.52549 0.68402
C -3.86158 -1.20615 2.25360
C 2.01829 -0.95713 1.15964
C 1.06605 2.68721 1.28857
C 3.32984 -0.88647 0.67338
C -2.51284 0.08184 0.19880
C 1.87470 1.44837 1.16967
C -1.80831 0.76252 -0.88761
C 0.12302 -2.54795 1.00229
C -0.17874 -1.28694 -3.90231
C -1.95225 -1.05812 0.80323
H -4.39602 -1.70332 3.04955
H 0.33967 0.15525 1.89565
H 0.03211 1.79707 -2.32309
H 4.29779 -2.69981 1.27693
H -2.22161 -2.58171 2.28778
H 3.59983 2.49516 0.47416
H -1.45906 0.44746 -3.79689
H 1.16858 0.41531 -2.23324
H 0.88217 -1.52378 -3.86347
H 0.12258 0.75458 -4.51640
H -0.68013 -1.84770 -3.11687
H 4.90880 0.42851 0.09921
H 3.51613 -2.77836 -0.30368
H -1.75328 3.42918 0.41109
H -5.36483 0.30439 2.00150
H -4.14869 1.44593 0.15782
H 5.03974 -1.90218 -0.10872
H -0.57172 -1.61602 -4.86098
H 1.97476 -2.97022 1.65730
H -0.62405 4.43329 1.37287
H -1.81514 3.37900 2.19644


(8)
50
Properties=species:S:1:pos:R:3 method="wB97M-V/def2-TZVPD" smiles="COc1ccc(OC)c(-c2nnc(SCC(=O)N3CCCc4ccccc43)o2)c1" e_tot_ha=-1676.2235 largest_force_ev_per_a=1.684 multiplicity=1 lumo_ev=0.43 charge=0
S -0.66745 1.69550 -0.80516
O 2.63801 -1.76579 -0.10588
O 1.72123 0.56154 -0.42691
O -2.60923 -1.28326 -1.48305
O 7.78258 0.24623 0.15871
N 3.09475 2.25749 -0.64700
N -3.36163 0.00044 0.22768
N 1.84701 2.72425 -0.81586
C -6.41097 -1.98697 -0.46746
C 5.39445 0.62554 -0.12766
C 8.03121 1.62434 0.00137
C -5.71046 0.63360 0.17646
C -3.89257 2.32665 0.59585
C -3.18592 1.09707 1.16003
C -5.08402 -1.65114 -0.28308
C -5.39239 2.05342 0.56575
C 4.11266 0.07630 -0.18557
C 3.01356 0.97798 -0.41906
C 5.03380 -2.10881 0.18126
C -7.03933 0.27201 -0.00872
C -4.72381 -0.34277 0.02439
C -0.95949 -0.05378 -0.31965
C -2.39725 -0.49047 -0.58924
C -7.39503 -1.02219 -0.33491
C 3.91564 -1.30634 -0.03198
C 1.05459 1.70525 -0.68430
C 6.49625 -0.18611 0.08495
C 2.40940 -3.15191 -0.01659
C 6.29751 -1.56019 0.23971
H 5.47207 1.69166 -0.25749
H -8.43382 -1.27769 -0.47981
H 2.93083 -3.69684 -0.80936
H -3.67332 3.20343 1.20499
H -3.51472 2.51062 -0.41147
H -0.31760 -0.67299 -0.94612
H 7.53718 2.21181 0.78107
H -6.67519 -3.00498 -0.70968
H 7.70653 1.98020 -0.98088
H -0.68021 -0.17593 0.72742
H -5.81648 2.23413 1.55926
H -2.13337 1.30490 1.32867
H -5.88938 2.73887 -0.12376
H 7.15818 -2.18817 0.40558
H 9.11023 1.73901 0.09017
H -4.31943 -2.40265 -0.38389
H 4.92606 -3.17430 0.30442
H 1.33486 -3.27968 -0.14033
H -3.64354 0.80903 2.11334
H 2.71056 -3.54718 0.95875
H -7.80254 1.02887 0.10505


(9)
50
Properties=species:S:1:pos:R:3 method="wB97M-V/def2-TZVPD" smiles="O=C(/C=C/c1cccc([N+](=O)[O-])c1)N1CCN(Cc2ccc3c(c2)OCO3)CC1" e_tot_ha=-1353.1827 largest_force_ev_per_a=1.306 multiplicity=1 lumo_ev=-0.60 charge=0
O -2.90999 -0.93997 4.82597
O -1.74399 -2.53645 -0.25130
O -2.82536 0.66713 -1.46848
O -0.20870 -2.82388 1.44202
O -1.53526 -0.98222 6.47586
N -1.80945 -0.78668 5.31171
N -0.89700 1.71099 -1.94529
N 1.30094 1.11206 -3.36535
C 1.55539 -0.31866 -3.27207
C -1.06029 0.03106 3.14135
C -0.30531 0.75582 0.87983
C 0.55793 -0.33045 4.90891
C -0.04502 0.42163 2.27314
C 2.04698 -1.23652 -0.99260
C -1.55718 -3.01768 1.06038
C -0.20071 -1.45151 -1.84338
C 0.17425 1.57298 -4.13385
C 0.40003 -2.23398 0.36720
C -0.53634 -2.04683 -0.65264
C -0.74933 -0.34577 4.43798
C -1.16268 1.56761 -3.36429
C 1.11995 -1.02054 -2.00463
C 1.56720 0.06078 4.04854
C 0.22803 2.56105 -1.65347
C 1.70866 -1.85178 0.21201
C 1.53167 1.91946 -2.18473
C -1.78833 1.17925 -1.07808
C 1.27060 0.42085 2.74628
C -1.47835 1.13674 0.37166
H 3.07238 -0.93058 -1.14413
H -2.21821 -2.47533 1.75409
H 1.07679 -0.78994 -4.13187
H -1.79823 -4.09182 1.09696
H 0.29133 2.75326 -0.58349
H -0.93827 -1.33000 -2.61783
H -2.35543 1.23880 0.99531
H 2.64052 -0.45381 -3.37747
H 2.06717 0.71130 2.07677
H 0.06493 3.52108 -2.16092
H 2.43547 -2.01703 0.98954
H 2.23888 2.72332 -2.43423
H 0.08308 0.96654 -5.03574
H -1.70934 0.63314 -3.50128
H 0.76018 -0.63510 5.92379
H -1.80666 2.38366 -3.71716
H -2.08926 -0.00732 2.81848
H 1.99033 1.29764 -1.41506
H 0.54816 0.63867 0.22752
H 0.40754 2.59702 -4.44755
H 2.59030 0.07201 4.39158


Going through the records in order, we get ΔE to the lowest compared entry with this formula, charge and spin values of 0.0, 134.9, 119.0, 236.9, 5.8, 174.0, 121.5, 244.2, 558.3 kJ/mol.